This record from the Open Molecules 2025 dataset describes the molecule C2H4P2S2. The level of theory is ωB97M-V/def2-TZVPD.

E_tot ... -42384.9429 eV
Structure (SMILES) ... S=[P@]12C[P@@]1(=S)C2
Kohn-Sham gap (alpha / beta) ... 0.2508 / 0.2354 Eh
Highest occupied orbital energy (alpha / beta) ... -9.19 / -8.87 eV

CARTESIAN COORDINATES (ANGSTROEM)
S  -1.8350  -1.5368  -1.5317
P  -0.7805  -1.0740  0.2640
C  -1.0347  0.7347  0.1726
P  0.7935  0.9659  0.3172
S  1.5148  2.2707  -0.9521
C  0.8538  -0.7102  -0.5040
H  -1.4113  1.1638  -0.8039
H  -1.7619  0.9405  0.9639
H  1.4992  -1.3297  0.0678
H  0.9199  -0.6436  -1.5670